Density functional theory data (ωB97M-V/def2-TZVPD) for a cluster of 2 separate species, C5H14NO2 in total at a distorted geometry.

Calculated values
**DFT total energy**: -404.00543 Ha
**Charge**: -1
**ΔE to the lowest compared entry with this formula, charge and spin**: 391.5 kJ/mol

Atoms and positions in Å:
C (2.847, 0.649, 1.342)
C (1.864, -0.372, 0.895)
N (0.709, 0.394, 0.366)
C (-0.335, 0.325, 1.346)
C (0.098, -0.384, -0.731)
C (-1.423, -1.204, -0.484)
O (-1.891, -1.585, -1.640)
H (3.301, 0.489, 2.262)
H (2.167, 1.557, 1.723)
H (3.494, 0.996, 0.451)
H (2.224, -0.995, -0.022)
H (1.599, -1.238, 1.639)
H (-0.537, -0.626, 1.798)
H (-1.298, 0.831, 0.813)
H (-0.203, 1.143, 2.121)
H (-0.016, 0.299, -1.583)
H (0.795, -1.108, -1.077)
H (-2.100, -0.421, -0.106)
H (-1.190, -1.954, 0.245)
H (-0.915, 1.817, -0.751)
H (-2.010, 0.987, -1.696)
O (-1.682, 1.757, -1.182)

Atomic forces in eV per Å
C -1.4 3.3 -0.7
C -0.1 -2.1 -1.8
N -0.2 -2.6 0.4
C -2.6 5.4 0.5
C -1.7 -0.1 -0.9
C 1.1 2.5 -2.0
O -0.2 -0.9 -1.4
H 1.9 -1.0 1.3
H 1.4 -1.4 -1.3
H -0.8 -0.4 1.8
H 0.0 1.2 1.7
H 0.2 1.8 -0.8
H -0.2 -0.5 0.1
H 2.0 -1.7 1.7
H 0.4 -1.1 0.0
H -0.3 -0.4 0.0
H 0.4 -1.0 -0.3
H 0.2 -0.3 0.9
H 0.1 -1.0 1.1
H 4.6 -0.9 1.9
H 1.5 0.1 1.0
O -6.5 1.3 -3.2